# 1
The following is a quantum chemistry calculation of CH3Cl3Si as an isolated structure, from the Open Molecules 2025 dataset.

Results
HOMO (spin up / spin down): -0.3045 / -0.3045 Ha
LUMO energy (spin up / spin down): -2.5565 / -2.5558 eV
Kohn-Sham gap (spin up / spin down): 5.7290 / 5.7309 eV
relative energy (zero: lowest compared OMol25 entry of this formula, charge and spin): 802.9 kJ/mol
strongest force on any atom: 2.4 eV Å⁻¹

```
8
Properties=species:S:1:pos:R:3:forces:R:3
C 1.12652 -0.52806 0.54609 -0.8 1.0 0.3
Si -1.23008 0.43011 -0.38194 -0.1 -0.7 0.3
Cl 1.73054 -1.90685 -0.28915 0.0 -1.9 -0.6
Cl -3.15253 1.12302 -1.29633 2.2 -0.7 0.5
Cl 2.28307 0.75191 0.06546 -0.3 1.0 0.2
H 1.33112 -0.68754 1.64571 -0.7 0.2 -1.1
H -0.21213 1.38819 -0.73899 -0.1 0.9 -0.1
H -1.87651 -0.57078 0.44913 -0.2 0.1 0.4
```
Forces are in eV/Å.

---

# 2
The following is a quantum chemistry calculation of a 2-piece molecular cluster, CH3ClFNS overall, from the Open Molecules 2025 dataset.

Results
HOMO: -0.3575 Ha
LUMO energy: -0.4271 eV
Kohn-Sham gap: 9.3017 eV
relative energy (zero: lowest compared OMol25 entry of this formula, charge and spin): 267.7 kJ/mol
strongest force on any atom: 6.2 eV Å⁻¹

```
8
Properties=species:S:1:pos:R:3:forces:R:3
C -0.41852 1.03960 0.06498 6.1 -0.4 -0.4
N 0.54650 -1.33160 -0.96581 -0.8 3.9 1.6
F -1.19915 1.59610 -0.82004 -1.2 0.1 -1.0
S -0.45930 -0.83543 0.13782 0.4 -1.0 -1.0
Cl 0.42760 -0.80864 2.14018 0.0 0.2 -0.3
H 1.02963 1.09918 -0.47695 -4.1 0.0 1.8
H -0.51157 1.53338 1.06419 0.1 -0.9 -0.8
H 0.58481 -2.29258 -1.14437 -0.6 -1.8 0.1
```
Forces are in eV/Å.

---

# 3
The following is a quantum chemistry calculation of CH3ClFO3P as an isolated structure, from the Open Molecules 2025 dataset.

Results
HOMO: -0.3793 Ha
LUMO energy: -0.4123 eV
Kohn-Sham gap: 9.9094 eV
relative energy (zero: lowest compared OMol25 entry of this formula, charge and spin): 115.9 kJ/mol
strongest force on any atom: 3.9 eV Å⁻¹

```
10
Properties=species:S:1:pos:R:3:forces:R:3
C 0.31889 -0.27369 -0.04567 -1.8 -1.8 -0.5
O 1.13785 -0.55154 -1.16394 1.2 -0.5 -1.4
O 2.92733 -1.47532 0.56974 0.8 3.5 -1.6
O 2.59962 0.91110 0.00928 0.8 1.0 -0.1
F 2.38074 -2.69390 0.31208 -0.9 -2.1 -0.6
P 2.70015 -0.33429 -1.04868 -0.3 -2.2 2.3
Cl 4.02575 1.76745 0.21355 0.2 0.1 0.0
H -0.49404 0.27988 -0.46701 -0.5 0.7 0.2
H 0.92248 0.27586 0.61102 -0.3 0.4 1.6
H -0.11636 -1.24182 0.31713 0.7 0.9 0.1
```
Forces are in eV/Å.